{"formula": "C33H68BO11", "method": "the ωB97M-V functional and the def2-TZVPD basis", "homo_lumo_gap_ha": 0.238, "charge": -1, "e_tot_ev": -58523.811, "homo_energy_ha": -0.16084, "symbols": ["C", "C", "O", "C", "B", "C", "C", "O", "C", "O", "C", "C", "C", "C", "O", "C", "C", "H", "H", "H", "H", "H", "H", "H", "H", "H", "H", "H", "H", "H", "H", "H", "H", "H", "H", "H", "H", "H", "H", "H", "H", "H", "H", "C", "C", "O", "C", "H", "H", "H", "H", "H", "H", "C", "C", "O", "C", "H", "H", "H", "H", "H", "H", "C", "C", "O", "C", "H", "H", "H", "H", "H", "H", "C", "C", "O", "C", "H", "H", "H", "H", "H", "H", "C", "C", "O", "C", "H", "H", "H", "H", "H", "H", "C", "C", "O", "C", "H", "H", "H", "H", "H", "H", "C", "C", "O", "C", "H", "H", "H", "H", "H", "H"], "coordinates": [[3.848, -1.459, 0.978], [2.323, -1.436, 0.879], [1.868, -2.668, 0.369], [0.579, -3.086, 0.859], [-0.231, -4.181, -0.077], [-0.983, -3.472, -1.391], [-0.761, -1.994, -1.629], [-1.678, -1.259, -0.741], [-1.329, -0.065, -0.323], [-0.638, 0.748, -0.891], [0.637, -5.507, -0.519], [1.975, -5.452, -1.291], [3.168, -5.445, -0.323], [2.073, -4.325, -2.328], [-1.290, -4.794, 0.830], [-2.246, -3.964, 1.411], [-1.982, -3.663, 2.896], [4.210, -2.311, 0.401], [4.178, -1.594, 2.010], [4.309, -0.556, 0.577], [1.991, -0.606, 0.237], [1.870, -1.276, 1.867], [0.725, -3.533, 1.857], [-0.028, -2.178, 1.025], [-2.066, -3.633, -1.340], [-0.679, -3.967, -2.319], [0.247, -1.664, -1.369], [-0.957, -1.668, -2.656], [-1.795, 0.144, 0.657], [0.821, -6.084, 0.398], [-0.074, -6.119, -1.094], [2.052, -6.387, -1.863], [2.928, -4.892, 0.585], [3.433, -6.467, -0.037], [4.061, -4.988, -0.762], [3.112, -4.149, -2.623], [1.679, -3.390, -1.936], [1.519, -4.582, -3.237], [-2.332, -3.016, 0.861], [-3.235, -4.442, 1.325], [-1.501, -2.690, 3.035], [-1.328, -4.434, 3.305], [-2.917, -3.659, 3.461], [-4.416, 2.272, -2.432], [-4.212, 3.176, -1.239], [-5.142, 3.704, -0.672], [-2.786, 3.367, -0.797], [-5.475, 2.197, -2.665], [-3.870, 2.663, -3.293], [-4.007, 1.282, -2.220], [-2.197, 3.802, -1.605], [-2.327, 2.406, -0.555], [-2.748, 4.022, 0.071], [0.814, 4.810, -0.263], [0.613, 6.276, -0.531], [1.527, 7.072, -0.515], [-0.797, 6.728, -0.832], [1.861, 4.611, -0.050], [0.206, 4.481, 0.583], [0.499, 4.214, -1.123], [-1.457, 6.474, -0.002], [-1.174, 6.207, -1.713], [-0.814, 7.802, -1.005], [-4.961, -6.686, 6.407], [-5.070, -5.410, 5.603], [-4.104, -4.742, 5.336], [-6.458, -5.025, 5.141], [-3.922, -6.861, 6.675], [-5.572, -6.616, 7.309], [-5.337, -7.528, 5.824], [-7.119, -4.899, 6.000], [-6.878, -5.818, 4.520], [-6.410, -4.101, 4.571], [6.492, 9.235, -2.441], [5.778, 8.147, -1.671], [6.392, 7.314, -1.046], [4.273, 8.150, -1.733], [7.567, 9.129, -2.325], [6.226, 9.179, -3.498], [6.175, 10.216, -2.081], [3.946, 8.064, -2.772], [3.877, 9.093, -1.350], [3.860, 7.333, -1.151], [5.785, 3.169, 1.230], [5.781, 2.666, -0.196], [5.640, 1.495, -0.454], [5.970, 3.711, -1.267], [5.643, 2.335, 1.913], [6.728, 3.675, 1.445], [4.988, 3.902, 1.369], [6.916, 4.234, -1.116], [5.184, 4.466, -1.199], [5.954, 3.245, -2.249], [-2.498, 1.980, 2.880], [-1.005, 2.087, 3.090], [-0.294, 2.645, 2.286], [-0.448, 1.450, 4.336], [-2.770, 2.460, 1.943], [-2.800, 0.930, 2.851], [-3.048, 2.450, 3.698], [-0.683, 0.384, 4.344], [-0.909, 1.893, 5.221], [0.630, 1.587, 4.370], [-2.097, -2.402, -5.566], [-3.187, -3.097, -4.782], [-2.935, -3.955, -3.975], [-4.606, -2.643, -5.052], [-1.130, -2.806, -5.277], [-2.255, -2.539, -6.638], [-2.119, -1.328, -5.367], [-4.854, -2.790, -6.105], [-4.703, -1.576, -4.840], [-5.295, -3.206, -4.427]]}


{"formula": "C33H68INNbO8", "method": "the ωB97M-V functional and the def2-TZVPD basis", "homo_lumo_gap_ha": 0.223, "charge": -1, "relative_energy_kj_mol": 1070.94, "e_tot_ev": -62828.461, "homo_energy_ha": -0.16812, "symbols": ["C", "C", "O", "C", "C", "C", "C", "C", "Nb", "C", "C", "C", "N", "C", "C", "C", "C", "C", "C", "C", "C", "C", "C", "C", "O", "C", "C", "C", "C", "I", "H", "H", "H", "H", "H", "H", "H", "H", "H", "H", "H", "H", "H", "H", "H", "H", "H", "H", "H", "H", "H", "H", "H", "H", "H", "H", "H", "H", "H", "H", "H", "H", "H", "H", "H", "H", "H", "H", "H", "H", "H", "H", "H", "H", "H", "H", "H", "H", "H", "H", "H", "H", "H", "H", "H", "H", "C", "C", "C", "O", "C", "O", "O", "H", "H", "H", "H", "H", "H", "C", "C", "C", "O", "C", "O", "O", "H", "H", "H", "H", "H", "H"], "coordinates": [[-1.095, 1.951, 4.902], [-1.763, 3.160, 3.982], [-2.856, 2.543, 3.209], [-2.514, 2.388, 1.786], [-2.003, 0.860, 1.420], [-3.353, 0.086, 0.805], [-3.227, -1.577, 0.948], [-2.702, -2.303, -0.407], [-4.288, -3.086, -1.854], [-5.887, -3.374, -0.244], [-6.663, -2.017, 0.233], [-7.492, -2.366, 1.638], [-7.377, -1.199, 2.595], [-4.967, -0.963, -2.275], [-3.795, -0.142, -3.144], [-4.359, 1.193, -3.901], [-3.919, 2.625, -3.250], [-2.363, 2.737, -2.753], [-1.258, 2.042, -3.742], [-0.342, 0.922, -2.966], [1.173, 1.449, -2.560], [1.682, 0.417, -1.350], [3.056, 0.913, -0.605], [4.319, 0.389, -1.510], [4.866, -0.910, -0.994], [6.316, -0.861, -1.284], [-3.554, -5.242, -1.752], [-3.686, -6.042, -0.360], [-3.053, -5.361, 0.982], [-5.681, -6.992, -0.018], [-1.245, 2.276, 6.025], [-1.727, 0.968, 4.730], [0.043, 1.775, 4.632], [-2.263, 3.982, 4.675], [-0.948, 3.701, 3.336], [-3.525, 2.571, 1.182], [-1.737, 3.160, 1.376], [-1.271, 0.983, 0.487], [-1.519, 0.290, 2.319], [-3.422, 0.444, -0.307], [-4.255, 0.402, 1.483], [-2.346, -1.711, 1.746], [-4.167, -2.044, 1.465], [-2.100, -1.473, -1.020], [-1.865, -3.104, -0.119], [-5.517, -3.648, -3.078], [-3.041, -2.846, -3.196], [-6.720, -4.067, -0.747], [-5.545, -3.944, 0.714], [-5.948, -1.129, 0.511], [-7.377, -1.605, -0.620], [-7.021, -3.305, 2.201], [-8.625, -2.629, 1.442], [-6.384, -1.136, 2.956], [-7.974, -1.319, 3.447], [-5.185, -0.285, -1.349], [-5.960, -1.019, -2.925], [-2.921, 0.033, -2.387], [-3.345, -0.844, -3.999], [-4.013, 1.200, -5.028], [-5.546, 1.112, -3.931], [-4.050, 3.440, -4.113], [-4.716, 2.939, -2.422], [-2.109, 3.902, -2.716], [-2.258, 2.376, -1.625], [-1.719, 1.607, -4.745], [-0.511, 2.900, -4.091], [-0.888, 0.708, -1.925], [-0.328, -0.136, -3.512], [1.115, 2.514, -2.068], [1.909, 1.485, -3.470], [0.813, 0.473, -0.534], [1.736, -0.687, -1.751], [3.083, 2.052, -0.326], [3.109, 0.309, 0.424], [5.136, 1.229, -1.574], [3.872, 0.116, -2.580], [6.859, -0.258, -0.418], [6.807, -1.942, -1.398], [6.447, -0.342, -2.338], [-4.131, -5.874, -2.586], [-2.411, -5.284, -2.092], [-3.008, -7.020, -0.514], [-1.904, -5.146, 0.734], [-3.504, -4.339, 1.312], [-3.035, -6.127, 1.877], [12.304, -1.841, -2.816], [11.444, -1.012, -1.885], [10.293, -1.774, -1.298], [9.330, -0.762, -1.075], [9.589, 0.229, -1.983], [8.844, 1.164, -2.215], [10.793, 0.028, -2.597], [13.166, -1.256, -3.154], [12.672, -2.745, -2.321], [11.751, -2.128, -3.717], [12.061, -0.555, -1.103], [10.559, -2.264, -0.357], [9.866, -2.518, -1.980], [4.601, 4.793, 5.855], [3.304, 4.154, 5.402], [3.118, 4.174, 3.915], [1.709, 4.193, 3.778], [1.216, 4.776, 4.913], [0.061, 5.138, 5.057], [2.190, 4.903, 5.862], [4.716, 4.684, 6.939], [5.465, 4.333, 5.367], [4.606, 5.870, 5.649], [3.221, 3.138, 5.803], [3.537, 3.285, 3.434], [3.527, 5.067, 3.432]]}


{"formula": "C33H68InN4O2S2", "method": "the ωB97M-V functional and the def2-TZVPD basis", "homo_lumo_gap_ha": 0.241, "charge": -1, "e_tot_ev": -72220.993, "homo_energy_ha": -0.17094, "symbols": ["C", "C", "C", "C", "C", "C", "C", "C", "N", "C", "C", "C", "C", "C", "C", "C", "C", "C", "S", "S", "C", "C", "C", "In", "C", "C", "C", "C", "C", "N", "H", "H", "H", "H", "H", "H", "H", "H", "H", "H", "H", "H", "H", "H", "H", "H", "H", "H", "H", "H", "H", "H", "H", "H", "H", "H", "H", "H", "H", "H", "H", "H", "H", "H", "H", "H", "H", "H", "H", "H", "H", "H", "H", "H", "H", "H", "C", "C", "C", "O", "C", "N", "H", "H", "H", "H", "H", "H", "H", "H", "H", "H", "H", "C", "C", "C", "O", "C", "N", "H", "H", "H", "H", "H", "H", "H", "H", "H", "H", "H"], "coordinates": [[-3.877, -1.953, -2.717], [-3.453, -2.019, -4.193], [-2.143, -1.234, -4.412], [-2.452, 0.258, -4.500], [-1.249, 1.236, -4.377], [0.056, 0.645, -3.854], [0.110, 0.395, -2.349], [-0.232, 1.635, -1.501], [0.601, 1.901, -0.323], [0.792, 0.727, 0.517], [1.346, 1.049, 1.894], [1.416, -0.181, 2.795], [2.213, 0.160, 4.060], [1.909, -0.791, 5.219], [3.075, -0.936, 6.207], [3.740, 0.382, 6.589], [2.797, 1.331, 7.357], [1.793, 2.608, -0.658], [2.994, 2.020, -1.581], [1.868, 4.324, -0.191], [1.923, 4.315, 1.624], [2.164, 5.718, 2.162], [0.800, 6.375, 2.438], [-0.160, 5.471, 4.246], [-1.812, 4.133, 3.500], [-2.583, 3.379, 4.406], [-3.597, 2.544, 3.937], [-3.819, 2.478, 2.560], [-3.017, 3.268, 1.738], [-2.037, 4.070, 2.168], [-3.027, -2.223, -2.093], [-4.142, -0.939, -2.424], [-4.721, -2.601, -2.501], [-4.252, -1.603, -4.803], [-3.294, -3.074, -4.406], [-1.497, -1.497, -3.581], [-1.716, -1.570, -5.355], [-3.230, 0.553, -3.801], [-2.882, 0.411, -5.492], [-1.556, 2.052, -3.728], [-1.055, 1.697, -5.346], [0.332, -0.261, -4.392], [0.851, 1.363, -4.071], [-0.560, -0.412, -2.050], [1.109, 0.038, -2.119], [-0.216, 2.529, -2.122], [-1.258, 1.540, -1.145], [1.454, -0.021, 0.062], [-0.173, 0.240, 0.668], [0.761, 1.825, 2.375], [2.373, 1.393, 1.753], [1.887, -1.010, 2.268], [0.405, -0.419, 3.129], [1.910, 1.165, 4.355], [3.283, 0.178, 3.860], [1.054, -0.424, 5.789], [1.632, -1.770, 4.830], [2.735, -1.413, 7.128], [3.811, -1.606, 5.755], [4.184, 0.874, 5.729], [4.571, 0.141, 7.253], [2.688, 2.289, 6.857], [1.816, 0.884, 7.487], [3.208, 1.545, 8.341], [2.724, 3.651, 1.936], [0.988, 3.922, 2.012], [2.684, 5.586, 3.110], [2.787, 6.316, 1.494], [0.141, 6.125, 1.602], [0.835, 7.461, 2.505], [-0.891, 6.780, 5.221], [1.020, 4.545, 5.213], [-2.396, 3.425, 5.470], [-4.209, 1.957, 4.610], [-4.575, 1.842, 2.122], [-3.191, 3.242, 0.667], [0.829, -7.213, 3.427], [0.528, -6.387, 4.674], [0.580, -4.870, 4.443], [1.881, -4.329, 4.345], [2.496, -4.449, 3.077], [1.423, -6.814, 5.753], [1.896, -7.244, 3.207], [0.501, -8.242, 3.572], [0.310, -6.814, 2.553], [-0.496, -6.620, 4.980], [0.131, -4.382, 5.312], [-0.020, -4.581, 3.570], [1.766, -4.367, 2.266], [3.044, -5.390, 2.984], [3.213, -3.633, 2.984], [1.155, -6.345, 6.614], [2.349, -6.446, 5.548], [-1.312, 0.225, -10.619], [-1.551, 0.533, -9.143], [-0.759, -0.365, -8.184], [-1.269, -1.676, -8.039], [-0.905, -2.592, -9.052], [-2.992, 0.494, -8.876], [-1.855, -0.663, -10.942], [-1.660, 1.055, -11.235], [-0.251, 0.074, -10.825], [-1.209, 1.557, -8.964], [-0.816, 0.078, -7.185], [0.305, -0.399, -8.457], [0.106, -2.398, -9.424], [-1.612, -2.570, -9.886], [-0.933, -3.590, -8.617], [-3.165, 0.807, -7.925], [-3.279, -0.482, -8.874]]}


Number 3 is which compound?
C33H68InN4O2S2